Computed, not measured: C2H6N4S in the gas phase in a non-equilibrium geometry, with the ωB97M-V functional and the def2-TZVPD basis.

Each line ends with the natural charge from an NBO analysis.
Cartesian coordinates (Å):
S1 -2.9119 -0.2665 0.6239  -0.286
N1 1.2213 0.6430 1.3535  -0.700
N2 -0.9475 1.1281 -0.9840  -0.865
N3 0.8374 -0.9460 -0.4157  -0.487
N4 -0.5608 -1.1262 -0.2318  -0.461
C1 1.5893 -0.1428 0.4319  0.247
C2 -1.4208 -0.0435 -0.3341  0.324
H1 1.2806 -1.6269 -1.0259  0.403
H2 0.1405 1.0493 1.4082  0.370
H3 0.1466 1.3282 -0.8846  0.402
H4 2.6584 -0.4362 0.3853  0.178
H5 -1.1796 2.2891 -0.7867  0.446
H6 -0.8535 -1.8496 0.4600  0.428

Relative energy (zero: lowest compared OMol25 entry of this formula, charge and spin): 3.105 eV
Structure (SMILES): [H]/N=C\NNC(N)=S
Max |F|: 5.1 eV/Å